# 1
Computed, not measured: a molecular structure, C27H50N5OPTi in a non-equilibrium geometry, with ωB97M-V/def2-TZVPD.

Geometry as XYZ:
```
85
Properties=species:S:1:pos:R:3
Ti 0.08826 0.99398 0.60110
O -0.72042 0.85413 2.60793
C -1.26742 2.05380 3.21067
C -0.13333 3.03455 3.46889
C 0.87341 3.17319 2.32170
C 0.37533 3.78217 1.03150
C 0.20889 5.15218 0.90282
C -0.11045 5.68181 -0.34068
C -0.23766 4.82887 -1.43524
C -0.08037 3.47546 -1.23505
N 0.19785 2.95802 -0.02202
H -1.31004 0.10459 2.75693
H -1.75253 1.78499 4.15140
H -2.02010 2.47356 2.53793
H 0.41773 2.72959 4.36000
H -0.57963 4.00768 3.68814
H 1.38337 2.20877 2.13265
H 1.67785 3.82648 2.67165
H 0.35147 5.79470 1.76038
H -0.23466 6.74858 -0.46103
H -0.45487 5.20760 -2.42189
H -0.17802 2.75706 -2.04081
N 1.61302 0.07532 0.32561
P 3.06403 -0.40280 -0.02183
N 3.03321 -1.69806 -1.05394
C 1.81667 -2.08208 -1.77537
C 2.11079 -2.36923 -3.24071
C 3.07615 -3.55508 -3.38270
C 3.97432 -3.67387 -2.14646
C 4.27419 -2.30843 -1.54142
N 4.02521 0.76631 -0.76096
C 4.42554 1.90100 0.07599
C 5.02828 3.02408 -0.77160
C 5.80787 2.42976 -1.93640
C 4.84734 1.68188 -2.87390
C 3.62672 1.17689 -2.10114
N 3.91956 -0.76308 1.35002
C 5.36770 -0.95091 1.38652
C 5.94366 -0.35732 2.66258
C 5.40111 -1.09271 3.89642
C 3.97516 -1.60391 3.64408
C 3.25052 -0.70761 2.65110
H 1.08950 -1.27860 -1.65760
H 1.38377 -2.97742 -1.31273
H 2.54638 -1.47945 -3.70138
H 1.17662 -2.56265 -3.76836
H 3.68550 -3.42457 -4.27869
H 2.52044 -4.48473 -3.51695
H 4.91047 -4.17501 -2.39439
H 3.48649 -4.28136 -1.38103
H 4.76703 -1.66441 -2.28173
H 4.96395 -2.42691 -0.70443
H 5.17142 1.54772 0.79746
H 3.56361 2.28045 0.64788
H 5.66626 3.64206 -0.13858
H 4.24176 3.67746 -1.15645
H 6.55529 1.73841 -1.54117
H 6.35052 3.20482 -2.47775
H 5.36265 0.84107 -3.33862
H 4.50953 2.33409 -3.68123
H 3.16614 0.33025 -2.60858
H 2.85247 1.96062 -2.03166
H 5.80222 -0.47754 0.50318
H 5.62142 -2.01901 1.34636
H 5.68528 0.70487 2.70975
H 7.03186 -0.41310 2.62572
H 5.41640 -0.41964 4.75544
H 6.05009 -1.93269 4.14793
H 3.40994 -1.65608 4.57585
H 3.99758 -2.61510 3.23240
H 3.23246 0.32549 3.03185
H 2.21332 -1.02511 2.52274
C -3.35643 1.22104 0.44401
C -2.83363 0.31642 -0.66677
C -2.90857 1.05063 -2.00102
C -1.41246 -0.18179 -0.37212
H -2.74149 2.13012 0.50929
H -4.38263 1.54265 0.25718
H -3.34305 0.71600 1.41500
H -3.51671 -0.54120 -0.73536
H -2.54999 0.42292 -2.81593
H -2.29782 1.95476 -1.97883
H -3.93035 1.35324 -2.23107
H -1.00619 -0.64115 -1.28193
H -1.47610 -1.02849 0.34422
```

Kohn-Sham gap (spin up / spin down)	0.244 / 0.286	Ha
total charge	+1
multiplicity	2
expectation value of S²	0.754
energy	-2598.52419	Ha
E_HOMO (spin up / spin down)	-9.56 / -10.69	eV


# 2
Computed, not measured: a gas-phase ion, C27H51B2F3IO5 (charge -1) in a non-equilibrium geometry, with ωB97M-V/def2-TZVPD.

Geometry as XYZ:
```
89
Properties=species:S:1:pos:R:3
C -4.39368 2.40973 2.14283
C -4.63108 0.84898 2.62298
C -5.30130 0.02918 1.36526
C -4.47509 -1.36767 0.97316
C -4.23303 -2.35306 2.26105
C -2.73696 -3.05181 2.31613
C -2.74345 -4.52617 1.59895
C -1.88807 -4.62582 0.20362
C -1.83302 -3.24580 -0.67947
C -0.92677 -3.55597 -2.03931
C -1.26435 -2.56508 -3.30114
C -1.12892 -0.95370 -2.95979
C 0.38051 -0.39297 -3.27979
C 0.59886 1.20828 -2.97150
C 1.12233 1.55252 -1.45643
C -0.17225 1.61231 -0.45278
O -0.47966 0.35646 0.24861
C -1.14742 0.60016 1.53826
C -0.16256 0.33694 2.85631
O 2.28594 0.71573 -1.12501
B 3.21580 1.29093 -0.08920
C 2.93274 0.22053 1.16720
C 4.07471 -1.00046 1.21260
C 3.25007 -2.33321 1.79717
F 3.31907 -2.75564 3.21647
C 2.45790 -3.07984 0.73902
F 3.22339 -3.50629 -0.49094
F 0.99988 -3.36149 0.86709
C 4.74460 1.43120 -0.67645
C 5.75354 2.36540 0.21429
C 5.34078 2.53493 1.79127
I 6.11654 4.37180 -0.59053
O 2.64109 2.66902 0.04218
C 1.83033 3.02903 -1.16397
C 2.58308 3.72001 -2.44587
B 1.55451 4.67747 -3.36273
O 1.41636 6.12962 -3.02537
O 0.75873 4.05283 -4.47776
H -4.08696 3.13438 3.02225
H -5.42890 2.83218 1.72998
H -3.63775 2.48980 1.24808
H -3.66801 0.34424 3.07551
H -5.44537 0.89349 3.48084
H -6.42070 -0.26741 1.63324
H -5.37070 0.78541 0.46573
H -5.20028 -1.93841 0.21665
H -3.51227 -1.11184 0.35447
H -4.40549 -1.84764 3.31013
H -5.04323 -3.21528 2.18123
H -1.86567 -2.33969 1.95919
H -2.52318 -3.24861 3.47375
H -3.85702 -4.92425 1.49722
H -2.22042 -5.28110 2.36160
H -2.44991 -5.43397 -0.47174
H -0.82651 -5.10413 0.42970
H -1.29034 -2.34142 -0.14415
H -2.91165 -2.86725 -0.94963
H -1.20437 -4.65695 -2.38903
H 0.21302 -3.59743 -1.74019
H -0.45876 -2.79224 -4.13848
H -2.34680 -2.77072 -3.72213
H -1.52626 -0.72532 -1.88322
H -1.86738 -0.40427 -3.71774
H 0.53434 -0.51965 -4.45695
H 1.23458 -1.07253 -2.79701
H 1.36544 1.59729 -3.79967
H -0.43474 1.73681 -3.24929
H -1.11648 1.85234 -1.14202
H -0.13276 2.51227 0.32682
H -1.64653 1.65800 1.64307
H -2.03573 -0.18596 1.66390
H 0.46066 -0.65095 2.71326
H 0.47682 1.27407 3.15205
H -0.91731 0.10867 3.75233
H 1.89933 -0.33684 1.06621
H 3.00106 0.86627 2.16262
H 5.01313 -0.72546 1.85553
H 4.34314 -1.28046 0.09646
H 4.64336 1.96824 -1.73800
H 5.29316 0.41690 -0.88767
H 6.81138 1.81176 0.20733
H 4.36082 3.14301 1.98919
H 5.32596 1.44801 2.28368
H 6.21216 3.11131 2.36109
H 1.11220 3.90844 -0.79865
H 3.06646 2.85482 -3.11042
H 3.46845 4.42477 -2.14243
H 1.54118 6.13338 -2.01323
H 0.39164 4.84584 -5.00791
```

Kohn-Sham gap	0.270	Ha
total charge	-1
energy	-2082.20214	Ha
E_HOMO	-5.10	eV


# 3
Computed, not measured: 8 unconnected molecules or ions with the total composition C27H51BBr14F3NO6 in a non-equilibrium geometry, with ωB97M-V/def2-TZVPD.

Geometry as XYZ:
```
103
Properties=species:S:1:pos:R:3
C -0.07645 4.69447 -0.03499
O -0.25128 3.50388 0.74815
B -1.14376 2.59346 0.30634
O -2.06760 2.84666 -0.69393
C -1.16940 1.18848 1.09708
O -1.26235 1.13429 2.31128
O -1.18567 0.03400 0.36272
C -0.08398 -0.10536 -0.53805
C -0.59570 -0.52748 -1.91624
C -1.16512 -1.94094 -1.95824
C -1.83005 -2.30091 -3.29418
C -1.09068 -1.77955 -4.52061
N 0.35226 -2.14408 -4.51872
C 0.54451 -3.59663 -4.37684
C 0.98824 -1.63960 -5.68449
C 1.09260 -0.13643 -5.76922
O 1.42750 -2.37089 -6.56115
C 0.92990 -1.07242 0.06802
C 2.23232 -1.07754 -0.73867
O 2.50754 -2.35961 -1.28261
C 3.45925 -0.62312 0.06442
F 4.13745 -1.65344 0.60516
F 4.32646 0.05951 -0.72157
F 3.12790 0.20584 1.08796
H 0.87900 5.13609 0.24611
H -0.06084 4.47412 -1.10091
H -0.87731 5.39288 0.18985
H -1.80385 2.58118 -1.57907
H 0.43868 0.85489 -0.66355
H -1.40667 0.16583 -2.16860
H 0.20602 -0.39448 -2.64402
H -1.91897 -2.00259 -1.16710
H -0.41444 -2.69633 -1.72313
H -2.84958 -1.91001 -3.31738
H -1.91191 -3.38768 -3.36998
H -1.18611 -0.69339 -4.53970
H -1.55142 -2.18034 -5.43132
H -0.27967 -4.16917 -4.81044
H 1.45862 -3.89406 -4.88279
H 0.63686 -3.85439 -3.31971
H 1.73005 0.10845 -6.61448
H 0.10344 0.29572 -5.92530
H 1.50250 0.26075 -4.84122
H 0.53270 -2.08499 0.08029
H 1.08836 -0.77921 1.10572
H 2.16610 -0.36098 -1.56344
H 2.44893 -2.30420 -2.24134
Br -1.72559 -5.91687 -7.81540
C 0.11454 -6.10899 -8.42140
C 0.74053 -4.77754 -8.73336
Br 0.10109 -4.04827 -10.42060
H 0.09326 -6.77236 -9.27941
H 0.64218 -6.58865 -7.60039
H 1.81655 -4.87991 -8.85024
H 0.53319 -4.03763 -7.97020
Br 4.49528 -2.41637 6.50348
C 4.73988 -1.98454 4.62007
C 3.51148 -1.35755 4.01799
Br 2.10431 -2.65969 3.70672
H 5.01390 -2.90816 4.12177
H 5.57575 -1.28984 4.58793
H 3.74757 -0.93559 3.04714
H 3.08646 -0.59060 4.65755
Br -1.62940 7.75071 -0.90376
C -3.02899 7.77297 -2.25123
C -3.12916 6.44510 -2.95453
Br -1.65524 6.15168 -4.19057
H -2.80309 8.59365 -2.92346
H -3.95418 7.97902 -1.71849
H -4.03551 6.39885 -3.55306
H -3.11203 5.61501 -2.25520
Br -4.90609 -0.01944 -0.57996
C -4.26341 1.07046 0.89982
C -5.37831 1.62361 1.74215
Br -6.30444 3.08579 0.85530
H -3.65993 1.85336 0.45672
H -3.63546 0.41199 1.49667
H -4.97017 2.04566 2.65815
H -6.12906 0.87785 1.98073
Br -4.44580 3.13076 5.27550
C -2.56843 3.20702 4.75576
C -2.13840 4.60559 4.41357
Br -2.83915 5.20337 2.69759
H -2.44216 2.52419 3.92487
H -2.00635 2.83841 5.61067
H -1.05805 4.64977 4.32422
H -2.47423 5.33465 5.14357
Br 0.39056 -5.76672 6.02439
C 1.52459 -4.73128 7.21527
C 2.48864 -5.59688 7.97871
Br 1.61681 -6.58714 9.40813
H 0.86177 -4.17494 7.86971
H 2.06829 -4.04232 6.57277
H 3.24301 -4.98125 8.46299
H 2.97113 -6.33075 7.34213
Br 2.19585 4.34552 6.47869
C 2.41506 2.42344 6.28242
C 2.93434 2.05221 4.91881
Br 1.56570 2.24006 3.55222
H 1.44482 1.98023 6.48204
H 3.11839 2.12316 7.05535
H 3.23260 1.00649 4.90648
H 3.77070 2.67198 4.61303
```

Kohn-Sham gap	0.355	Ha
SMILES	COB(O)C(=O)O[C@H](CCCCN(C)C(C)=O)C[C@H](O)C(F)(F)F.BrCCBr.BrCCBr.BrCCBr.BrCCBr.BrCCBr.BrCCBr.BrCCBr
energy	-37926.36431	Ha
E_HOMO	-9.88	eV